# 1
C41H49AsMnN7S | wB97M-V/def2-TZVPD

Structure (XYZ):
```
100
Properties=species:S:1:pos:R:3:mulliken_spin:R:1
Mn 0.066 -1.717 0.494 4.70
N 3.673 -3.817 1.310 0.01
C 4.661 -3.347 0.397 0.00
C 5.992 -3.259 0.768 0.00
C 6.924 -2.772 -0.139 0.00
C 6.521 -2.340 -1.394 0.00
C 5.179 -2.401 -1.751 0.00
C 4.263 -2.933 -0.861 0.00
S 2.565 -3.152 -1.284 0.01
N 1.851 -2.874 0.238 0.05
C 2.422 -3.285 1.302 0.04
C 1.674 -3.151 2.594 0.00
C 2.228 -3.463 3.819 -0.01
C 1.473 -3.300 4.973 0.01
C 0.184 -2.825 4.864 0.00
C -0.291 -2.516 3.601 0.02
N 0.429 -2.669 2.496 0.03
H 4.031 -4.135 2.192 0.00
H 6.300 -3.576 1.760 0.00
H 7.967 -2.721 0.145 0.00
H 7.247 -1.952 -2.096 0.00
H 4.847 -2.059 -2.724 0.00
H 3.248 -3.809 3.906 0.00
H 1.897 -3.532 5.941 0.00
H -0.440 -2.681 5.735 0.00
H -1.288 -2.114 3.465 0.00
C -4.291 4.631 2.902 0.00
C -3.398 3.811 2.007 0.00
C -2.561 4.398 1.079 0.00
C -1.728 3.657 0.234 -0.01
C -0.849 4.484 -0.679 0.00
C -1.743 2.258 0.307 0.04
As -0.812 0.913 -0.837 -0.04
N 0.392 0.222 0.390 -0.23
C 1.252 1.014 1.162 0.09
C 1.449 2.389 0.969 0.02
C 2.327 3.117 1.760 -0.01
C 3.055 2.510 2.773 0.01
C 2.888 1.149 2.974 0.00
C 2.006 0.421 2.188 -0.01
C 0.213 1.841 -2.253 0.03
C 1.605 1.865 -2.408 0.00
C 2.596 1.135 -1.527 0.03
C 2.148 2.589 -3.474 0.00
C 1.368 3.247 -4.408 0.00
C 1.981 4.061 -5.517 0.00
C -0.013 3.122 -4.296 0.00
C -0.596 2.433 -3.248 0.00
C -2.106 2.334 -3.216 0.00
C -2.586 1.645 1.265 -0.01
C -2.669 0.148 1.475 0.02
C -3.385 2.424 2.088 0.00
H -4.092 5.696 2.786 0.00
H -4.142 4.367 3.950 0.00
H -5.343 4.457 2.666 0.00
H -2.532 5.481 1.005 0.00
H -0.450 5.334 -0.124 0.00
H -1.433 4.887 -1.512 0.00
H -0.017 3.936 -1.098 0.00
H 0.926 2.888 0.168 0.00
H 2.444 4.178 1.572 0.00
H 3.739 3.082 3.387 0.00
H 3.451 0.645 3.752 0.00
H 1.892 -0.639 2.368 0.02
H 2.163 0.256 -1.067 0.02
H 2.977 1.774 -0.727 0.00
H 3.447 0.822 -2.134 0.00
H 3.229 2.624 -3.569 0.00
H 3.069 4.020 -5.482 0.00
H 1.678 5.106 -5.434 0.00
H 1.655 3.704 -6.496 0.00
H -0.653 3.584 -5.044 0.00
H -2.551 3.054 -3.903 0.00
H -2.525 2.521 -2.228 0.00
H -2.426 1.338 -3.533 0.00
H -2.820 -0.390 0.538 0.00
H -3.497 -0.089 2.145 0.00
H -1.750 -0.224 1.928 0.05
H -4.021 1.932 2.819 0.00
C -4.549 -4.231 -0.011 0.00
N -3.275 -3.531 0.138 0.00
C -2.520 -3.929 1.306 -0.14
C -2.731 -2.775 -0.846 -0.02
N -1.464 -2.447 -0.871 0.08
N -3.604 -2.393 -1.852 0.00
C -4.749 -1.555 -1.469 0.00
C -3.017 -1.987 -3.122 0.01
H -4.410 -5.271 0.287 0.00
H -4.876 -4.210 -1.044 0.00
H -5.326 -3.798 0.623 0.00
H -2.257 -4.989 1.254 0.00
H -3.117 -3.766 2.206 0.00
H -1.605 -3.364 1.383 0.10
H -1.308 -1.850 -1.669 0.05
H -5.035 -1.728 -0.436 0.00
H -5.604 -1.776 -2.109 0.00
H -4.496 -0.495 -1.577 0.00
H -2.545 -1.002 -3.065 0.00
H -3.813 -1.943 -3.863 0.00
H -2.288 -2.723 -3.456 0.00
```

Output
- ⟨S²⟩: 8.759
- HOMO energy (spin up / spin down): -9.18 / -9.36 eV
- Multiplicity: 6
- Total charge: +1
- Energy above the lowest of the compared OMol25 structures with the same formula, charge and spin: 53.18 kJ/mol
- Electronic energy: -5759.86086 a.u.

# 2
C41H49BHgO2P2 | wB97M-V/def2-TZVPD

Structure (XYZ):
```
96
Properties=species:S:1:pos:R:3:lowdin_charge:R:1
Hg 0.885 1.406 -1.611 1.11
C -0.022 -0.870 2.748 -0.11
C 0.548 -1.913 2.132 -0.11
C -0.037 -3.252 1.776 -0.20
C -0.683 -3.422 0.386 -0.19
C -1.801 -2.485 0.053 -0.12
C -2.469 -1.658 0.865 -0.10
C -2.464 -1.616 2.373 -0.20
C -1.471 -0.648 3.047 -0.19
C -0.071 0.699 -3.415 -0.35
H 0.628 -0.084 3.171 0.11
H 1.618 -1.823 1.901 0.10
H -0.723 -3.618 2.547 0.10
H 0.835 -3.928 1.777 0.10
H 0.099 -3.307 -0.380 0.09
H -1.006 -4.472 0.286 0.12
H -1.956 -2.381 -1.032 0.10
H -3.174 -0.946 0.411 0.10
H -2.342 -2.612 2.812 0.10
H -3.469 -1.260 2.668 0.11
H -1.738 0.390 2.794 0.09
H -1.642 -0.728 4.133 0.12
H -0.452 1.564 -3.976 -0.04
H -0.912 0.058 -3.113 -0.05
H 0.626 0.125 -4.046 -0.06
P 4.397 -6.958 -4.662 1.00
P 1.717 -7.081 -6.457 1.00
C 3.149 -8.239 -4.398 -0.34
C 2.049 -8.316 -5.186 -0.36
C 5.929 -7.988 -4.541 -0.39
C 5.995 -9.231 -3.894 -0.10
C 7.219 -9.901 -3.780 -0.08
C 8.370 -9.363 -4.366 -0.09
C 8.293 -8.164 -5.089 -0.09
C 7.079 -7.484 -5.188 -0.11
C 4.300 -6.106 -3.032 -0.37
C 3.139 -5.345 -2.793 -0.10
C 2.980 -4.683 -1.576 -0.09
C 3.964 -4.787 -0.583 -0.09
C 5.107 -5.558 -0.819 -0.09
C 5.285 -6.209 -2.043 -0.09
C 1.277 -8.303 -7.812 -0.36
C 2.327 -9.092 -8.325 -0.11
C 2.057 -10.075 -9.279 -0.09
C 0.745 -10.283 -9.724 -0.10
C -0.295 -9.496 -9.219 -0.09
C -0.031 -8.500 -8.274 -0.09
C 0.053 -6.520 -5.941 -0.42
C -0.404 -5.329 -6.540 -0.11
C -1.691 -4.866 -6.271 -0.09
C -2.520 -5.566 -5.383 -0.09
C -2.049 -6.726 -4.760 -0.08
C -0.753 -7.191 -5.014 -0.09
H 3.305 -8.925 -3.558 0.07
H 1.338 -9.149 -5.104 0.08
H 5.105 -9.694 -3.471 0.09
H 7.267 -10.844 -3.231 0.10
H 9.326 -9.878 -4.264 0.10
H 9.182 -7.755 -5.574 0.10
H 7.005 -6.557 -5.760 0.10
H 2.358 -5.294 -3.557 0.10
H 2.085 -4.085 -1.396 0.09
H 3.833 -4.271 0.372 0.10
H 5.867 -5.658 -0.044 0.10
H 6.176 -6.813 -2.219 0.10
H 3.346 -8.950 -7.955 0.10
H 2.870 -10.686 -9.674 0.10
H 0.532 -11.056 -10.462 0.10
H -1.321 -9.653 -9.552 0.10
H -0.849 -7.896 -7.876 0.10
H 0.253 -4.788 -7.224 0.10
H -2.046 -3.957 -6.759 0.10
H -3.526 -5.198 -5.175 0.10
H -2.690 -7.273 -4.068 0.10
H -0.390 -8.079 -4.498 0.09
C -1.552 3.374 2.648 -0.03
C -1.199 3.764 1.223 -0.49
C -2.410 4.533 0.722 -0.02
O -1.035 2.575 0.464 0.05
B 0.267 2.584 0.026 -0.78
O 1.078 3.532 0.592 0.04
C 0.173 4.516 1.088 -0.49
C 0.109 5.691 0.104 -0.02
C 0.754 5.052 2.383 -0.02
H -0.734 2.846 3.152 0.09
H -2.455 2.747 2.639 0.09
H -1.794 4.276 3.224 0.10
H -3.310 3.921 0.848 0.10
H -2.551 5.438 1.334 0.10
H -2.342 4.831 -0.330 0.09
H -0.561 6.473 0.499 0.09
H 1.104 6.161 -0.003 0.10
H -0.260 5.403 -0.889 0.09
H 0.813 4.283 3.170 0.09
H 1.772 5.409 2.193 0.10
H 0.160 5.899 2.765 0.10
```

Output
- HOMO energy: -7.74 eV
- Total charge: 0
- Energy above the lowest of the compared OMol25 structures with the same formula, charge and spin: 0.00 kJ/mol
- Electronic energy: -2603.12575 a.u.